13
Properties=species:S:1:pos:R:3:forces:R:3 method="wB97M-V/def2-TZVPD" gap_ev=9.56 lumo_energy_ev=0.48 homo_ha=-0.3337 smiles=CCS.SS relative_energy_kj_mol=107.3 total_charge=0
S 3.913 -1.208 2.588 -0.10 0.41 1.25
S 4.834 -1.035 0.802 -1.38 -0.18 -1.33
H 3.911 0.097 2.996 -0.04 -0.53 -0.32
H 3.622 -1.182 0.094 1.51 0.29 0.39
C -5.715 1.972 -1.101 0.38 -1.95 1.19
C -4.162 1.776 -1.234 0.87 0.86 0.36
S -3.736 0.213 -2.221 -1.71 0.53 1.33
H -6.477 1.226 -1.436 1.34 -0.09 -0.23
H -6.007 2.852 -1.600 -0.32 1.32 -0.10
H -5.870 1.950 -0.017 -0.42 0.81 -0.18
H -3.783 2.754 -1.710 -0.23 -1.86 0.36
H -3.646 1.763 -0.168 -1.13 -0.32 -2.25
H -2.657 0.533 -2.853 1.22 0.72 -0.48